The following is a quantum chemistry calculation of 15 unconnected molecules or ions with the total composition C7H40O14 at a distorted geometry, from OMol25.

```
61
Properties=species:S:1:pos:R:3:forces:R:3:nbo_charge:R:1
C -0.016696 -3.090730 -1.149244 1.21 1.72 -1.09 -0.616
C -1.447475 -2.532785 -1.064460 0.13 0.30 1.64 -0.405
C -1.612968 -1.032555 -1.369228 -0.87 1.90 0.76 -0.503
C -2.089546 -0.172582 -0.164490 2.68 -4.86 -3.82 0.074
C -1.568883 1.028895 0.110278 -2.86 1.73 2.92 -0.138
C -2.332722 1.685361 1.163549 1.12 -0.92 -1.32 -0.205
C -1.854984 2.789493 1.724512 0.84 6.14 1.84 -0.112
H 0.077241 -4.094108 -1.521184 -0.51 -0.30 -1.02 0.242
H 0.575815 -3.266060 -0.232035 -0.81 0.99 0.04 0.200
H 0.498897 -2.304466 -1.822942 -0.02 -1.79 1.01 0.214
H -1.751313 -2.628255 0.000258 -0.43 -0.54 -0.70 0.194
H -2.123858 -3.026785 -1.738451 -0.20 -0.66 0.11 0.244
H -2.480080 -0.830121 -2.069795 0.84 -0.46 0.24 0.320
H -0.767691 -0.528884 -1.842869 0.09 -0.16 -0.12 0.237
H -2.590450 -0.877422 0.463854 -1.11 0.78 1.18 0.244
H -0.813496 1.508379 -0.461635 0.70 0.25 -0.22 0.250
H -3.326471 1.342616 1.465249 0.41 -0.29 -0.23 0.263
H -0.837991 3.302854 1.680430 -1.43 -1.75 -0.19 0.187
H -2.421027 3.674885 2.230231 0.09 -2.47 -0.41 0.247
H 3.385285 -0.659333 3.849827 -0.05 0.01 0.20 0.487
H 2.764463 0.609084 4.437994 0.16 0.11 0.04 0.481
O 2.539364 -0.240450 4.051777 0.05 -0.19 -0.24 -0.962
H 3.719957 0.299894 -1.967410 -0.39 -0.92 0.16 0.482
H 3.754670 1.719434 -2.317905 -0.28 0.76 -0.38 0.481
O 4.332586 0.961981 -2.270713 0.12 0.26 -0.69 -0.911
H 1.252138 0.354845 -1.044309 1.29 -0.70 0.11 0.472
H 1.354845 -0.310428 0.288018 0.28 -0.24 0.11 0.486
O 1.823667 -0.306794 -0.561876 -1.36 1.52 -1.25 -0.998
H 0.700336 2.878886 -1.650174 0.67 0.21 1.03 0.469
H 0.896350 2.509946 -3.049006 1.32 -1.45 1.82 0.502
O 1.240414 2.225372 -2.109688 -1.67 1.13 -2.76 -0.971
H -3.488991 1.444011 -3.420475 0.59 -0.27 -0.61 0.494
H -4.188116 1.376574 -2.166931 -0.64 -0.17 0.71 0.479
O -3.427226 0.976601 -2.583220 -0.15 0.66 -0.09 -0.956
H 1.480965 -0.506825 2.070297 -1.13 0.24 0.30 0.538
H -0.108648 -0.364520 1.890579 0.68 -0.17 0.30 0.470
O 0.731081 0.121089 1.883433 -0.02 -0.05 -0.10 -0.984
H -1.345636 2.902824 -4.308980 -0.37 0.80 -0.28 0.484
H -1.053441 2.276056 -2.944731 -0.61 0.39 2.08 0.461
O -0.975147 2.159175 -3.857019 0.77 -1.08 -2.03 -0.934
H 0.352841 3.277131 0.945527 0.92 -0.61 -0.08 0.437
H 1.616039 2.321632 0.803689 -0.13 -1.04 0.46 0.493
O 1.270674 3.191410 0.670685 -0.21 1.59 -0.75 -0.927
H 3.901394 0.895383 0.466954 -0.04 -0.11 0.45 0.437
H 4.730761 1.147397 -0.718120 0.88 -0.39 0.61 0.480
O 4.832659 0.863758 0.226165 -0.53 0.30 -0.02 -0.968
H 2.082144 -2.642759 0.463487 0.90 0.53 -0.22 0.498
H 3.188605 -1.568633 1.061678 -0.94 -1.23 -0.68 0.505
O 2.374295 -2.110523 1.212540 0.61 0.58 1.32 -0.989
H 0.078088 0.447822 4.965701 0.10 0.00 0.11 0.474
H -0.620834 -0.785843 4.442638 -0.08 0.64 0.86 0.463
O -0.730476 -0.058111 5.096313 0.01 -0.69 -1.02 -0.934
H -4.095531 -2.244309 2.831688 0.27 -0.60 0.04 0.492
H -4.844949 -0.963452 2.807585 0.36 -0.11 -0.53 0.489
O -4.187921 -1.465347 2.285482 -0.57 0.76 0.31 -0.972
H -4.627436 -1.388819 0.022180 -1.38 -0.81 0.14 0.470
H -3.972720 -0.735142 -0.952694 1.34 1.30 -1.63 0.433
O -4.779082 -1.196965 -0.922498 -0.61 -0.63 1.54 -0.889
H 4.137283 -3.195132 -2.215393 0.16 0.58 -0.05 0.478
H 2.611396 -3.403974 -2.563045 1.00 -0.08 0.15 0.469
O 3.454349 -3.846282 -2.337964 -1.20 -0.44 -0.05 -0.944
```
Forces are in eV/Å.

Output
HOMO-LUMO gap (spin up / spin down) in eV: 7.86 / 4.67
Total energy in Eh: -1343.58959
Multiplicity: 2
HOMO (spin up / spin down) in eV: -12.71 / -12.71
Net charge: +1
ΔE to the lowest compared entry with this formula, charge and spin in kcal/mol: 70.76